A gas-phase ion, C4H9N2OS (charge -1), computed with ωB97M-V/def2-TZVPD.

```
17
Properties=species:S:1:pos:R:3:forces:R:3
S 0.9084 2.5799 -0.2461 -0.099 -0.796 0.398
O 0.4822 -2.1404 1.5266 0.241 -0.481 -0.145
N -0.9662 -1.1218 0.1083 0.237 0.280 -0.195
N -0.4748 -0.3425 -2.1580 -2.865 -0.175 2.309
C -1.2594 0.0010 -0.8877 -2.235 -2.789 0.502
C 1.3740 0.8791 0.4243 0.338 3.408 2.061
C 0.5609 0.2176 1.5824 -0.484 1.769 0.066
C 0.1071 -1.0835 1.0478 -1.936 -1.716 0.439
H -0.6917 0.3723 -2.7858 -0.556 1.412 -1.501
H 2.4418 1.0752 0.7701 -1.306 -1.110 -0.713
H 1.2081 0.2021 2.4560 -0.025 -0.972 0.019
H 0.4559 -0.1781 -1.9662 2.612 0.334 0.608
H -0.3736 0.6872 1.9871 0.701 0.426 -0.874
H -1.3244 -2.1091 -0.0869 1.117 2.116 0.147
H -1.2424 0.9674 -0.2618 0.860 -1.049 -1.716
H 1.1967 0.1667 -0.2986 1.003 -1.170 -2.157
H -2.4025 -0.1730 -1.2114 2.397 0.514 0.751
```
Forces are in eV/Å.

Properties
Charge: -1
Largest force on an atom, eV/A: 4.00
SMILES: NCNC(=O)CC[S-]
Relative energy (zero: lowest compared OMol25 entry of this formula, charge and spin), kcal/mol: 47.3
HOMO, eV: -2.81
Orbital gap, eV: 6.6719


A single C4H9N2P molecule, computed with ωB97M-V/def2-TZVPD.

```
16
Properties=species:S:1:pos:R:3:forces:R:3
P 1.4206 0.6259 -1.1775 -0.691 -0.085 0.008
N -1.1273 3.4028 -0.4912 0.725 1.945 0.380
N -1.3805 2.2231 -0.3064 -1.351 -1.026 -0.172
C -1.9514 1.2306 -0.0159 0.342 0.136 -0.316
C 0.5604 -0.8227 -0.3480 0.143 0.062 -0.078
C -0.3053 -0.4806 0.8698 -0.074 -0.087 -0.082
C -1.7638 -0.0901 0.5701 0.447 -0.478 0.307
H 2.2119 0.9505 -0.0757 0.249 0.193 0.372
H 1.3371 -1.5242 -0.0346 -0.133 0.019 -0.076
H -2.3192 -0.0966 1.5135 -0.082 -0.071 -0.127
H 0.1682 0.3147 1.4508 -0.036 -0.046 0.097
H -0.7927 3.6297 -1.4204 0.122 -0.494 -0.230
H 2.4333 -0.1515 -1.7399 0.319 -0.181 -0.295
H -2.2228 -0.8428 -0.0795 -0.038 0.069 0.120
H -0.3452 -1.3724 1.5024 0.023 0.093 0.052
H -0.0459 -1.3189 -1.1113 0.034 -0.050 0.039
```
Forces are in eV/Å.

Properties
Largest force on an atom, eV/A: 2.11
Relative energy (zero: lowest compared OMol25 entry of this formula, charge and spin), kcal/mol: 78.8
HOMO, eV: -8.22
Orbital gap, eV: 9.0681


A molecular structure, C4H9N2S, computed with ωB97M-V/def2-TZVPD.

```
16
Properties=species:S:1:pos:R:3:forces:R:3
S -1.0149 1.2895 -0.2765 -0.903 0.907 -0.830
N -2.6833 -1.0065 -0.1730 -0.057 0.019 -0.207
N -0.5145 -0.6554 0.7803 -0.509 2.158 -1.539
C 1.4483 1.0709 1.4021 -2.422 1.408 -0.970
C 0.2358 0.5049 0.6128 1.796 0.153 0.899
C -1.6171 -0.2931 0.0303 2.033 -0.003 1.888
C 1.3168 -0.1674 -1.9671 3.135 2.578 1.044
H 1.9581 -0.8799 -1.4203 -0.446 0.560 -0.636
H -0.2795 -1.4019 1.3549 0.135 -1.829 0.982
H -3.4375 -0.6392 -0.6982 -0.766 0.079 -0.452
H 1.6730 0.9088 -2.2220 -0.383 -2.272 0.549
H -2.6777 -1.9503 0.1384 -0.362 -0.685 0.084
H 2.0918 1.5917 0.6597 -0.545 0.094 0.757
H 1.1020 1.7178 2.2895 0.566 -0.716 -1.526
H 2.0262 0.2931 1.7803 0.892 -1.566 0.705
H 0.3724 -0.3831 -2.2912 -2.164 -0.886 -0.749
```
Forces are in eV/Å.

Properties
Charge: +1
Largest force on an atom, eV/A: 4.19
Relative energy (zero: lowest compared OMol25 entry of this formula, charge and spin), kcal/mol: 113.1
HOMO (spin up / spin down), eV: -12.18 / -11.98
Orbital gap (spin up / spin down), eV: 7.6458 / 8.5050


2 unconnected molecules or ions with the total composition C4H9N2S, computed with ωB97M-V/def2-TZVPD.

```
16
Properties=species:S:1:pos:R:3:forces:R:3
S -0.9760 -1.9731 -0.8922 -0.030 0.507 0.128
N -1.2207 0.6542 -0.4332 0.004 2.902 0.408
N -2.9115 1.9926 0.1360 2.854 3.089 -0.128
C -0.4727 -0.4894 -0.6337 1.563 -0.344 0.434
C 2.0006 -0.1131 0.1534 -0.575 -1.671 -6.203
C -2.4927 0.8114 -0.0224 0.997 -2.406 -0.841
C 2.1119 -1.5431 0.2294 1.520 -1.233 -1.043
H -2.1353 2.6798 0.1015 -1.157 -0.031 -0.167
H 3.1338 -1.7652 0.5962 -0.195 -0.140 0.074
H -0.7057 1.6245 -0.4834 -0.812 -2.780 -0.055
H -3.7291 2.3712 0.4824 -2.305 0.079 0.828
H 2.1846 -1.7955 -0.8581 -0.293 -0.708 0.992
H 1.4081 -2.1955 0.7592 0.036 0.624 -0.004
H -3.1586 -0.0143 0.1604 0.137 -0.508 -0.168
H 1.6618 0.5479 0.8005 -1.194 2.826 3.336
H 2.3831 0.2720 -0.8828 -0.550 -0.209 2.408
```
Forces are in eV/Å.

Properties
Charge: +1
Largest force on an atom, eV/A: 6.45
Relative energy (zero: lowest compared OMol25 entry of this formula, charge and spin), kcal/mol: 124.8
HOMO (spin up / spin down), eV: -11.36 / -11.73
Orbital gap (spin up / spin down), eV: 6.8022 / 7.0595


A single C4H9N3 molecule, computed with ωB97M-V/def2-TZVPD.

```
16
Properties=species:S:1:pos:R:3:forces:R:3
N -0.2861 0.3113 -0.0732 -1.027 -0.813 0.780
N 0.9927 -1.2592 1.6858 1.424 -0.674 -0.956
N 2.0378 -0.4863 -0.2913 -1.986 0.530 -2.261
C 1.8186 -1.4110 0.6957 -0.687 -0.471 4.076
C 0.9685 0.1203 -0.6827 1.335 1.851 -0.999
C -0.7612 1.6916 0.0291 0.613 -0.133 -0.383
C -1.3406 -0.6246 -0.4787 0.179 -0.044 -0.057
H 0.4958 -0.3715 1.5407 0.092 -0.512 0.229
H -1.7172 -0.3707 -1.4764 -0.104 -0.026 -0.063
H -2.1755 -0.5872 0.2281 0.185 0.049 -0.063
H -1.6246 1.7508 0.6994 0.151 -0.232 -0.141
H -1.0444 2.0850 -0.9531 -0.095 0.189 -0.072
H 1.0543 0.7364 -1.5956 0.443 0.006 0.224
H -0.9684 -1.6533 -0.5097 0.054 0.210 0.117
H 2.5232 -2.2569 0.7328 -0.458 0.181 -0.321
H 0.0270 2.3253 0.4492 -0.120 -0.109 -0.108
```
Forces are in eV/Å.

Properties
Largest force on an atom, eV/A: 4.16
SMILES: [H]/N=C\N=C/N(C)C
Relative energy (zero: lowest compared OMol25 entry of this formula, charge and spin), kcal/mol: 54.9
HOMO, eV: -8.78
Orbital gap, eV: 9.1163


2 unconnected molecules or ions with the total composition C4H9N3, computed with ωB97M-V/def2-TZVPD.

```
16
Properties=species:S:1:pos:R:3:forces:R:3
N 2.0545 -2.2059 -1.1056 -0.298 -0.315 -0.254
N -0.6808 0.1444 -0.3167 0.042 -0.141 -0.383
N 2.8480 -0.2721 0.1677 1.332 0.883 0.766
C 2.3362 -1.2623 -0.5081 -0.631 -0.717 -0.536
C -1.1301 -0.9851 0.4785 0.017 -0.027 0.003
C -1.7033 1.1651 -0.4549 0.008 -0.006 -0.026
C 2.2541 0.7369 0.6352 -0.402 0.318 0.119
H -0.3522 -1.7463 0.4821 -0.034 -0.076 0.060
H -1.9294 1.5666 0.5341 -0.059 0.081 -0.026
H 2.8577 1.4575 1.1725 0.130 0.061 0.063
H -1.3018 -0.6467 1.5016 -0.025 -0.071 0.051
H -0.4153 -0.1931 -1.2393 -0.005 0.047 0.160
H -2.6382 0.7891 -0.8940 0.000 0.028 0.035
H -1.3218 1.9704 -1.0807 -0.073 0.086 0.008
H 1.1825 0.9153 0.5242 -0.008 -0.148 -0.085
H -2.0602 -1.4340 0.1034 0.007 -0.003 0.044
```
Forces are in eV/Å.

Properties
Largest force on an atom, eV/A: 1.77
SMILES: C=NC#N.CNC
Relative energy (zero: lowest compared OMol25 entry of this formula, charge and spin), kcal/mol: 49.2
HOMO, eV: -9.24
Orbital gap, eV: 9.2402


A single C4H9N3 molecule, computed with ωB97M-V/def2-TZVPD.

```
16
Properties=species:S:1:pos:R:3:forces:R:3
N -0.2970 0.1879 -0.4437 0.189 1.195 0.297
N -1.5003 -0.4450 -0.3922 -0.792 0.248 -0.171
N 0.9980 2.1682 0.0118 -1.084 0.304 0.390
C -0.0866 1.5037 -0.0600 -1.413 0.559 0.864
C 1.3692 -1.2517 0.5522 0.149 1.815 -0.161
C -2.5544 0.0230 0.1829 1.423 -0.582 -0.440
C 0.8578 -0.6019 -0.7774 -1.062 -3.057 1.169
H 0.5454 -1.4351 -1.4131 -0.249 0.309 -0.189
H 1.5717 -0.3464 1.1805 0.168 -1.101 0.041
H 0.5735 -1.8317 1.0261 0.047 0.096 -0.203
H -1.0742 1.9938 0.2698 1.650 -0.448 -0.833
H -2.6543 0.8575 0.8542 0.269 0.544 0.000
H 1.8524 1.6601 -0.1203 0.296 -0.495 -0.375
H 2.2590 -1.8731 0.4504 0.003 0.162 -0.080
H -3.4367 -0.5480 0.0042 -0.463 -0.450 0.042
H 1.5766 -0.0612 -1.3255 0.868 0.899 -0.351
```
Forces are in eV/Å.

Properties
Largest force on an atom, eV/A: 3.44
SMILES: [H]/N=C\N(CC)N=C
Relative energy (zero: lowest compared OMol25 entry of this formula, charge and spin), kcal/mol: 55.9
HOMO, eV: -8.70
Orbital gap, eV: 9.6499


A single C4H9N3 molecule, computed with ωB97M-V/def2-TZVPD.

```
16
Properties=species:S:1:pos:R:3:forces:R:3
N 0.2454 1.7891 -0.3607 -0.630 -0.360 -0.029
N 0.5246 0.6520 0.4525 -0.362 0.715 0.479
N -1.2626 -0.5284 -2.3990 0.348 0.071 1.694
C -0.6768 -0.0375 1.0792 1.512 1.087 -0.728
C 1.6421 -0.1611 -0.0090 -0.207 -0.351 0.378
C -1.2111 -0.6784 -1.2479 -0.860 -0.795 -1.035
C -1.3136 -1.0960 0.1857 0.181 0.380 -0.706
H 2.1796 -0.5777 0.8478 -0.005 -0.041 0.017
H -0.3392 -0.5144 2.0064 -0.033 0.170 -0.100
H -2.3704 -1.2125 0.4491 0.166 -0.126 -0.193
H 2.3651 0.4221 -0.5919 -0.388 0.085 0.259
H 1.3263 -1.0000 -0.6350 0.021 -0.116 -0.203
H 0.7167 2.6436 -0.0581 0.077 -0.721 0.061
H 0.3977 1.6223 -1.3591 -0.127 -0.016 0.493
H -0.8079 -2.0586 0.3140 -0.143 0.110 -0.248
H -1.4159 0.7355 1.3261 0.449 -0.093 -0.137
```
Forces are in eV/Å.

Properties
Largest force on an atom, eV/A: 2.00
SMILES: CN(N)CCC#N
Relative energy (zero: lowest compared OMol25 entry of this formula, charge and spin), kcal/mol: 48.9
HOMO, eV: -8.51
Orbital gap, eV: 9.3572


A single C4H9N3O molecule, computed with ωB97M-V/def2-TZVPD.

```
17
Properties=species:S:1:pos:R:3:forces:R:3
O 1.8983 0.0112 -0.3634 -0.616 1.518 -2.964
N 1.4220 0.0766 -2.6813 5.586 1.636 -4.187
N -1.4294 0.9718 2.1379 0.707 0.235 2.064
N -0.1763 -0.3361 -1.3181 -3.561 -2.193 1.748
C 1.1562 0.0605 -1.3746 0.110 -3.218 2.465
C -0.2557 -0.9129 1.2267 1.502 -3.128 3.321
C -0.9187 -0.2773 0.0598 -0.432 0.037 -1.970
C -0.3701 0.5611 1.2732 1.982 -0.069 -2.514
H -2.0589 -0.2884 -0.1592 2.230 -0.009 0.819
H -0.7669 -1.3695 2.2078 0.421 0.631 -2.718
H 0.7321 0.2245 -3.4094 -0.238 -0.013 0.927
H 2.4469 0.2655 -3.1419 -3.300 -0.679 2.295
H 0.6264 1.1440 1.0063 -2.444 -0.895 1.095
H 0.7851 -1.4627 1.1372 -2.274 1.578 -0.251
H -1.4268 1.9804 2.0738 -0.506 0.205 0.561
H -1.2464 0.6685 3.1687 -0.233 0.919 -2.443
H -0.4179 -1.3171 -1.8437 1.066 3.445 1.754
```
Forces are in eV/Å.

Properties
Largest force on an atom, eV/A: 7.17
SMILES: NC(=O)N[C@H]1C[C@@H]1N
Relative energy (zero: lowest compared OMol25 entry of this formula, charge and spin), kcal/mol: 79.8
HOMO, eV: -8.66
Orbital gap, eV: 9.4580


A single C4H9N3O molecule, computed with ωB97M-V/def2-TZVPD.

```
17
Properties=species:S:1:pos:R:3:forces:R:3
O -2.1207 0.2865 -0.1384 -1.578 0.391 0.656
N 2.3931 -0.5157 0.1638 2.506 3.392 -0.735
N 2.8583 0.8274 -0.4225 -1.556 -0.964 1.054
N 0.1141 -0.1464 -0.1548 3.121 -2.132 0.982
C -1.1606 -0.6900 -0.0861 0.871 3.253 -0.900
C -1.5920 -1.8909 -0.3171 1.670 -1.956 0.235
C -1.8597 1.6206 0.1786 1.778 2.750 -0.896
C 1.1350 -0.8642 0.3368 -4.238 1.406 -0.105
H -2.6095 2.4000 -0.2040 0.265 -1.937 0.204
H -1.8034 1.8808 1.2843 0.413 -0.734 -1.161
H 2.5420 0.7327 -1.3989 0.003 0.679 0.743
H -0.9093 -2.6801 -0.5613 0.112 -0.317 0.082
H 0.9712 -1.7378 1.0094 0.145 0.353 -0.683
H -0.9083 1.9365 -0.4437 -1.463 -0.411 1.832
H 2.4179 1.7064 0.0761 0.448 -2.719 -1.316
H 3.1143 -0.8001 0.8020 -0.189 -0.414 0.075
H -2.5824 -2.0656 -0.1243 -2.308 -0.642 -0.066
```
Forces are in eV/Å.

Properties
Largest force on an atom, eV/A: 4.47
SMILES: C=C(/N=C/NN)OC
Relative energy (zero: lowest compared OMol25 entry of this formula, charge and spin), kcal/mol: 94.5
HOMO, eV: -7.94
Orbital gap, eV: 8.7063


A single C4H9N3O molecule, computed with ωB97M-V/def2-TZVPD.

```
17
Properties=species:S:1:pos:R:3:forces:R:3
O 2.2038 0.4714 -0.7721 -0.611 0.000 0.568
N 0.2452 -0.1727 2.1424 -0.383 -0.657 0.323
N 1.1821 0.4093 1.2649 0.719 0.327 -1.376
N 0.3673 -1.8972 -1.1631 0.813 -0.447 -0.077
C -1.1094 -0.0167 -0.8758 0.544 -0.235 0.133
C 1.2302 0.1547 -0.0923 0.555 -0.334 0.442
C 0.0834 -0.6144 -0.7106 -1.312 1.415 0.012
C -1.4665 1.3938 -0.5252 0.022 0.009 0.136
H -2.0018 1.8516 -1.3638 0.018 -0.031 0.139
H 1.9908 0.9069 1.6298 -0.266 -0.367 -0.016
H -0.2548 -2.1849 -1.9132 0.264 0.030 0.211
H 1.3455 -1.9576 -1.4511 -0.440 -0.156 -0.016
H 0.5321 0.0026 3.1072 -0.007 0.165 -0.477
H 0.2890 -1.1909 2.0216 0.020 0.380 0.108
H -0.5956 2.0221 -0.3202 -0.068 -0.144 0.058
H -2.1248 1.4101 0.3480 0.006 0.156 -0.025
H -1.9167 -0.5883 -1.3264 0.127 -0.111 -0.142
```
Forces are in eV/Å.

Properties
Largest force on an atom, eV/A: 1.93
SMILES: C/C=C(/N)C(=O)NN
Relative energy (zero: lowest compared OMol25 entry of this formula, charge and spin), kcal/mol: 45.7
HOMO, eV: -8.11
Orbital gap, eV: 9.0406


A single C4H9N3O molecule, computed with ωB97M-V/def2-TZVPD.

```
17
Properties=species:S:1:pos:R:3:forces:R:3
O 0.1718 -0.1956 1.7521 -0.273 0.046 0.196
N -1.4136 0.2329 -0.0453 -0.175 -2.162 -2.001
N 2.0008 1.4297 0.5178 0.871 -0.129 0.016
N 0.5081 1.8220 -1.2672 0.134 -0.385 0.084
C -0.8798 -2.2741 -0.1011 0.963 0.319 -0.003
C -1.3446 -0.9403 -0.6176 -2.438 0.766 -0.090
C -0.1467 0.3492 0.5019 3.308 1.858 1.361
C 0.7886 1.1613 -0.0850 -1.739 -0.822 0.922
H -1.6449 -3.0284 -0.2949 -0.051 0.213 -0.196
H 2.0670 1.0953 1.4674 -0.035 0.077 -0.051
H -1.9026 -1.0195 -1.5566 -0.374 -0.245 0.053
H 1.1972 2.4443 -1.6626 -0.593 -0.204 -0.066
H 2.3609 2.3639 0.3896 -0.185 -0.010 0.123
H 0.0261 -2.5663 -0.6383 -0.001 -0.191 0.005
H -0.6554 -2.2794 0.9635 0.072 0.130 -0.152
H -0.4662 1.7534 -1.5285 0.432 0.564 -0.331
H -0.6667 -0.3483 2.2048 0.085 0.176 0.129
```
Forces are in eV/Å.

Properties
Largest force on an atom, eV/A: 4.03
SMILES: C/C=N\C(O)=C(N)N
Relative energy (zero: lowest compared OMol25 entry of this formula, charge and spin), kcal/mol: 72.6
HOMO, eV: -6.24
Orbital gap, eV: 6.9011


Copy entry 9 word for word.
A single C4H9N3O molecule, computed with ωB97M-V/def2-TZVPD.

```
17
Properties=species:S:1:pos:R:3:forces:R:3
O 1.8983 0.0112 -0.3634 -0.616 1.518 -2.964
N 1.4220 0.0766 -2.6813 5.586 1.636 -4.187
N -1.4294 0.9718 2.1379 0.707 0.235 2.064
N -0.1763 -0.3361 -1.3181 -3.561 -2.193 1.748
C 1.1562 0.0605 -1.3746 0.110 -3.218 2.465
C -0.2557 -0.9129 1.2267 1.502 -3.128 3.321
C -0.9187 -0.2773 0.0598 -0.432 0.037 -1.970
C -0.3701 0.5611 1.2732 1.982 -0.069 -2.514
H -2.0589 -0.2884 -0.1592 2.230 -0.009 0.819
H -0.7669 -1.3695 2.2078 0.421 0.631 -2.718
H 0.7321 0.2245 -3.4094 -0.238 -0.013 0.927
H 2.4469 0.2655 -3.1419 -3.300 -0.679 2.295
H 0.6264 1.1440 1.0063 -2.444 -0.895 1.095
H 0.7851 -1.4627 1.1372 -2.274 1.578 -0.251
H -1.4268 1.9804 2.0738 -0.506 0.205 0.561
H -1.2464 0.6685 3.1687 -0.233 0.919 -2.443
H -0.4179 -1.3171 -1.8437 1.066 3.445 1.754
```
Forces are in eV/Å.

Properties
Largest force on an atom, eV/A: 7.17
SMILES: NC(=O)N[C@H]1C[C@@H]1N
Relative energy (zero: lowest compared OMol25 entry of this formula, charge and spin), kcal/mol: 79.8
HOMO, eV: -8.66
Orbital gap, eV: 9.4580


Q: Which value of largest force on an atom does entry 10 give?
A: 4.47 eV/A


Q: What is the largest force on an atom in the sixth record?
A: 1.77 eV/A